Entry 1:
C26H35HgO2 as an isolated structure in a non-equilibrium geometry. Source: OMol25; level of theory: ωB97M-V/def2-TZVPD.

CARTESIAN COORDINATES (ANGSTROEM)
O1 -0.188 -0.520 -6.599
C1 -0.003 0.881 -7.004
C2 0.139 0.589 -8.474
H1 0.915 1.361 -6.648
H2 -0.869 1.483 -6.718
C3 0.039 -0.868 -7.994
H3 1.118 0.879 -8.850
H4 -0.705 0.962 -9.041
C4 1.338 -1.592 -8.217
H5 2.200 -0.986 -7.936
H6 1.440 -1.804 -9.284
H7 1.348 -2.545 -7.690
C5 -1.132 -1.632 -8.557
H8 -2.075 -1.089 -8.442
H9 -1.213 -2.595 -8.050
H10 -0.964 -1.810 -9.621
Hg1 -1.329 -1.435 -3.091
C6 -2.819 -0.432 0.973
C7 -1.934 0.670 0.868
C8 -1.968 1.140 -0.475
H11 -1.315 1.075 1.660
C9 -2.882 0.328 -1.212
C10 -3.432 -0.647 -0.308
H12 -4.229 -1.366 -0.566
H13 -3.044 -0.945 1.892
H14 -1.440 1.976 -0.920
H15 -3.145 0.462 -2.280
C11 0.995 -2.033 1.088
C12 0.741 -3.090 0.159
C13 1.349 -2.710 -1.083
H16 0.100 -3.971 0.327
C14 1.926 -1.404 -0.931
C15 1.684 -0.985 0.406
H17 1.947 -0.018 0.817
H18 0.646 -1.981 2.114
H19 1.367 -3.321 -1.988
H20 2.410 -0.818 -1.735
O2 2.212 1.838 -4.943
C16 1.336 0.781 -4.372
C17 -0.065 1.467 -4.098
H21 1.819 0.559 -3.407
H22 1.264 -0.158 -4.965
C18 0.262 2.989 -4.211
H23 -0.286 1.274 -3.044
H24 -0.923 1.077 -4.690
C19 1.826 2.967 -4.120
H25 -0.162 3.556 -3.364
H26 -0.052 3.447 -5.156
H27 2.047 2.709 -3.082
H28 2.413 3.868 -4.381
C20 1.273 2.110 2.643
C21 0.960 1.361 3.777
C22 -0.281 1.584 4.469
C23 -0.652 0.747 5.506
C24 0.189 -0.329 5.856
C25 1.435 -0.524 5.230
C26 1.833 0.305 4.195
H29 0.600 2.914 2.343
H30 2.244 1.989 2.152
H31 -0.885 2.433 4.116
H32 -1.606 0.907 6.027
H33 -0.119 -0.977 6.675
H34 2.065 -1.355 5.565
H35 2.790 0.189 3.670

Forces on the atoms, in the same order (eV/Å):
0.4951 1.1436 -1.1518
0.0114 0.8132 0.7251
-0.3297 -0.3103 0.5422
-0.3456 -0.3582 0.5155
0.0868 -0.0460 -0.0227
-0.1419 -0.3577 -0.8418
-0.2404 -0.0064 -0.3729
0.0812 -0.0874 -0.4792
0.1884 -0.4089 -0.1011
-0.0584 -0.0571 0.2532
-0.0045 -0.0140 -0.0426
0.1214 -0.0105 0.1426
-0.1206 -0.2701 -0.0378
0.1636 -0.0129 0.0941
-0.1064 -0.0132 -0.0146
-0.0550 -0.0379 -0.0031
0.1952 -0.4737 0.0816
-2.0743 -1.0532 -2.3191
0.3967 0.6622 -1.4901
-0.8324 -0.5074 -0.7692
-0.0810 -0.1113 -0.0731
1.1609 1.7253 0.2393
0.4211 -0.4411 2.9225
0.6998 0.3769 0.2951
0.0235 -0.2364 -0.0349
0.1040 -0.1966 0.3073
0.1126 -0.0497 0.9885
-0.2192 0.0996 -0.8696
0.4590 0.7806 -0.2342
-0.2199 0.4011 0.5306
0.5896 0.4162 -0.0247
-0.4694 -0.4896 -0.0381
-0.1163 -0.7446 -0.3078
0.0649 -0.0601 0.0775
-0.0016 -0.0394 -0.0463
-0.0154 0.2195 0.2076
-0.2050 -0.4449 0.6433
-1.1090 -0.1572 0.7162
0.1287 0.4243 0.3141
0.7695 0.1386 0.3895
-0.4244 -0.2383 -0.2387
0.3566 1.0573 0.1169
0.7052 0.0073 0.0513
-0.1796 -0.1010 -0.1707
0.8161 0.4336 0.2994
-0.5213 -0.6837 -0.3476
0.0777 -0.1600 -0.4482
-0.0453 -0.1502 0.1325
0.2902 0.1030 0.1975
-0.5515 -0.4627 -0.2392
0.3667 0.5072 0.1695
-0.1740 -0.3423 -0.0259
0.5562 -0.0703 -0.2765
0.0818 -0.0909 -0.2117
-0.0229 0.3516 0.2222
-0.2418 -0.0663 0.0940
-0.3569 0.2854 0.1559
0.2661 -0.2130 -0.1534
-0.5604 0.0421 0.0262
0.1047 -0.5129 0.3432
0.4887 -0.1412 -0.2082
0.1303 0.0411 -0.2389
-0.1914 0.3350 -0.2100
-0.4985 -0.1363 0.2491

## Properties
multiplicity: 1
HOMO energy (spin up / spin down): -2.64 / -2.60 eV
Kohn-Sham gap (spin up / spin down): 4.449 / 3.612 eV
ΔE to the lowest compared entry with this formula, charge and spin: 0.000 eV
charge: -1

Entry 2:
One molecule with the formula C26H35N5O2S in a non-equilibrium geometry. Source: OMol25; level of theory: ωB97M-V/def2-TZVPD.

CARTESIAN COORDINATES (ANGSTROEM)
C1 2.492 3.678 -0.352
N1 2.565 2.294 -0.823
C2 3.842 1.802 -1.085
S1 5.271 2.604 -0.687
N2 3.834 0.529 -1.624
C3 5.129 -0.024 -2.000
C4 2.732 -0.360 -1.522
O1 2.823 -1.498 -2.024
C5 1.570 0.105 -0.857
C6 0.449 -0.872 -0.577
C7 -0.964 -0.253 -0.904
C8 -1.190 0.950 -1.600
C9 -2.477 1.492 -1.779
C10 -3.606 0.805 -1.248
N3 -4.873 1.334 -1.333
C11 -5.183 2.480 -2.153
C12 -4.040 3.470 -2.166
C13 -2.708 2.780 -2.514
C14 -6.046 0.562 -0.993
C15 -5.779 -0.409 0.142
C16 -4.561 -1.274 -0.179
C17 -3.397 -0.468 -0.645
C18 -2.104 -0.965 -0.493
C19 1.640 1.383 -0.236
O2 0.964 1.737 0.745
H1 1.487 4.074 -0.524
H2 2.737 3.734 0.715
H3 3.244 4.253 -0.901
H4 4.959 -0.925 -2.585
H5 5.661 0.746 -2.559
H6 5.710 -0.247 -1.099
H7 0.575 -1.701 -1.299
H8 -0.360 1.506 -2.021
H9 -5.456 2.186 -3.184
H10 -6.085 2.943 -1.742
H11 -4.286 4.250 -2.897
H12 -3.972 3.963 -1.186
H13 -1.900 3.490 -2.313
H14 -2.716 2.606 -3.603
H15 -6.836 1.263 -0.701
H16 -6.440 0.012 -1.866
H17 -5.612 0.149 1.077
H18 -6.666 -1.036 0.287
H19 -4.279 -1.835 0.713
H20 -4.848 -2.007 -0.950
H21 -2.012 -1.957 -0.041
C20 0.813 -0.206 3.320
N4 1.733 -1.250 2.900
C21 2.743 -1.529 3.907
C22 3.469 -2.819 3.697
C23 3.790 -2.939 2.235
N5 2.602 -2.743 1.398
C24 2.521 -3.597 0.234
C25 1.713 -1.762 1.656
C26 0.502 -1.439 0.803
H22 -0.211 -0.409 2.978
H23 0.765 -0.174 4.419
H24 1.148 0.770 2.934
H25 3.467 -0.710 3.897
H26 2.266 -1.533 4.889
H27 4.394 -2.790 4.281
H28 2.881 -3.673 4.051
H29 4.526 -2.169 1.991
H30 4.229 -3.913 2.028
H31 1.538 -4.093 0.151
H32 2.693 -3.003 -0.675
H33 3.297 -4.374 0.311
H34 -0.140 -2.327 0.848
H35 -0.030 -0.669 1.333

Forces on the atoms, in the same order (eV/Å):
0.1545 0.0228 0.2045
1.1790 0.4192 0.6487
-0.5715 -0.6882 -0.1230
-0.6672 -0.1246 -0.3809
0.5631 0.6589 0.5069
-0.1055 -0.0087 -0.0146
-1.2081 -0.2119 -0.6430
0.5543 0.2403 0.2023
0.8868 0.2469 0.2070
0.5271 0.6697 -2.7827
-0.0343 -0.4621 0.3968
-0.4218 -0.1979 0.3259
-0.2657 -0.9589 0.6545
1.2353 -0.7446 -0.1266
-0.8873 0.3476 0.1475
0.1201 -0.0066 -0.1486
0.1290 0.1060 0.1006
-0.1672 0.6372 -0.5166
-0.0840 -0.2733 0.1199
0.0391 0.0033 0.1386
-0.6190 -0.3060 0.1258
0.4455 0.7819 -0.4031
0.0705 0.5321 -0.1409
-0.7941 -0.7992 0.3465
0.1046 0.2182 -0.6742
0.1871 -0.2173 0.0533
-0.1259 0.0923 -0.1868
-0.3323 -0.1014 0.0950
-0.0138 0.1113 0.0450
0.0657 -0.2767 -0.0278
0.0425 -0.0472 -0.1483
0.1638 0.4470 0.1675
0.0941 -0.0557 0.1526
0.1964 -0.0813 0.0692
0.0737 0.0541 0.0278
0.2492 -0.0789 0.1089
0.0157 -0.1873 -0.1178
0.0589 -0.1654 -0.0831
0.1570 -0.0718 0.2585
0.0744 -0.0318 -0.0113
0.1472 0.0121 0.0053
0.0059 -0.0932 -0.2574
0.1323 0.0859 0.0478
0.0034 -0.1390 -0.0520
0.0891 0.0876 0.1405
0.0161 0.3035 -0.0377
-0.6038 0.8985 0.3147
-0.3292 0.1601 -0.6310
0.3357 0.2259 0.3663
-0.0539 -0.4345 0.2673
0.2340 0.2358 0.0884
-0.3256 0.7394 0.2234
-0.2594 -0.2585 -1.2010
0.3808 -1.2508 0.8536
-0.9088 -0.3473 1.4303
0.4557 0.2168 0.2793
0.2387 -0.0874 -0.4528
-0.3369 -0.2621 0.0956
-0.0531 0.1408 0.0579
-0.0639 0.0994 -0.1610
-0.1006 -0.1144 -0.0806
0.0069 0.0980 -0.1414
0.0820 -0.0549 -0.2246
-0.1341 0.1067 -0.1907
0.3262 0.2170 0.1636
-0.0505 -0.2390 0.0520
-0.4221 0.3627 -0.0280
0.1795 -0.1299 0.1556
-0.0812 -0.0714 0.3429

## Properties
multiplicity: 1
HOMO energy: -6.92 eV
Kohn-Sham gap: 6.973 eV

Entry 3:
C26H36BClN5NaO7PS as an isolated structure in a non-equilibrium geometry. Source: OMol25; level of theory: ωB97M-V/def2-TZVPD.

CARTESIAN COORDINATES (ANGSTROEM)
C1 4.817 -0.339 2.643
C2 3.229 -0.107 2.729
B1 2.421 -0.657 1.401
O1 3.115 -1.109 0.226
C3 0.776 -0.592 1.534
C4 -0.038 -1.886 1.877
C5 0.680 -3.314 2.058
C6 0.646 -4.016 0.574
C7 2.081 -4.065 -0.150
C8 2.066 -3.415 -1.645
C9 3.450 -3.603 -2.436
C10 4.427 -2.325 -2.412
C11 3.751 -0.951 -2.899
S1 4.560 -0.224 -4.430
C12 3.193 0.758 -5.193
N1 3.163 2.104 -5.713
N2 1.845 2.207 -6.118
C13 1.072 1.032 -5.877
O2 1.943 0.082 -5.255
C14 -1.614 -1.673 2.020
C15 -2.538 -2.944 2.366
C16 -2.282 -0.262 1.833
C17 -3.854 -0.099 2.035
C18 -4.673 0.245 0.707
O3 -4.274 -0.074 -0.448
N3 -5.992 0.941 0.913
C19 -7.115 0.107 0.421
C20 -5.986 2.312 0.317
C21 -1.435 1.027 1.444
N4 -2.184 2.244 1.268
C22 -1.259 3.262 0.880
C23 -1.907 4.723 0.577
C24 -1.423 5.858 1.594
O4 -1.549 7.057 1.208
Cl1 -0.674 5.580 3.230
C25 0.287 3.134 0.712
P1 1.406 4.594 0.175
O5 1.995 5.333 1.375
O6 2.741 3.836 -0.626
O7 0.677 5.597 -0.991
N5 0.968 1.902 0.950
C26 0.093 0.821 1.302
H1 5.247 0.267 1.765
H2 5.343 0.057 3.591
H3 5.129 -1.430 2.494
H4 2.953 0.993 2.960
H5 2.823 -0.726 3.620
H6 3.817 -1.744 0.506
H7 1.739 -3.249 2.487
H8 0.098 -4.034 2.739
H9 -0.046 -3.382 -0.102
H10 0.145 -5.057 0.647
H11 2.322 -5.188 -0.327
H12 2.931 -3.663 0.498
H13 1.245 -3.935 -2.280
H14 1.725 -2.320 -1.552
H15 3.280 -3.857 -3.554
H16 4.041 -4.505 -2.012
H17 4.885 -2.224 -1.357
H18 5.315 -2.546 -3.112
H19 3.944 -0.173 -2.062
H20 2.601 -1.004 -2.988
H21 -0.015 0.779 -6.083
H22 -1.962 -3.835 2.786
H23 -3.391 -2.718 3.091
H24 -2.969 -3.298 1.348
H25 -4.375 -0.982 2.538
H26 -4.000 0.804 2.747
H27 -8.101 0.694 0.581
H28 -7.213 -0.819 1.116
H29 -7.040 -0.186 -0.692
H30 -5.226 2.931 0.928
H31 -7.022 2.778 0.542
H32 -5.759 2.347 -0.804
H33 -3.054 4.633 0.721
H34 -1.739 4.960 -0.525
H35 2.375 3.539 -1.503
H36 0.446 5.018 -1.757
Na1 -7.096 -2.020 -1.174

Forces on the atoms, in the same order (eV/Å):
0.2621 1.0093 0.0436
0.2477 -1.0900 0.2189
0.5889 0.8842 0.1870
-1.1933 -0.4572 2.4117
-2.9657 -1.3179 -0.1398
-0.5854 4.4215 -0.1355
-1.0976 -0.0184 -1.0650
-0.0037 0.5577 -0.1631
-0.1709 -1.4235 -1.1608
-0.4468 -0.3011 0.1894
0.4486 0.1542 -0.4405
0.3776 -0.4001 -0.3438
-0.5574 0.7837 1.9847
-1.7092 0.5987 -0.4335
-0.8097 1.6019 -0.2786
-2.2083 -6.3448 1.8572
-3.0120 -3.1349 0.2607
4.7797 2.6976 0.4064
0.7136 3.1395 -1.2769
0.6226 2.6566 -0.1805
0.2704 0.2847 -0.9885
2.5611 -2.1203 -0.2756
0.3764 1.4440 0.0245
1.3964 -0.9289 -2.1898
-1.8140 0.9250 3.9750
0.4350 -0.9499 -1.0141
-0.7745 0.1657 1.0837
-0.2682 1.0336 0.7654
-0.6400 -2.5398 0.7097
6.3359 0.2190 -1.0870
-0.4136 -0.1347 0.1891
-0.2477 -2.0828 1.1804
-0.3057 5.1778 -2.5503
0.4571 -5.5009 1.9540
-1.0050 -0.4031 -1.6818
-1.5498 -2.9682 0.4385
3.8391 1.1630 1.5778
-2.2428 -1.7418 -3.2365
-3.8526 0.9118 -0.1434
0.7159 -2.8737 1.3071
-4.4803 1.2845 -0.1252
-0.4762 -0.4850 0.2961
-0.6279 -0.9499 1.2576
-0.8438 -0.7544 -1.4651
-0.6046 1.3950 0.2702
0.4698 -1.7569 -0.5128
0.5158 1.0307 -1.1800
-0.3105 1.1619 -0.3669
-1.4888 0.1933 -0.7577
0.7850 1.5195 -0.7556
1.0043 -0.9752 1.1411
1.0768 1.6138 -0.0957
-0.1973 1.8011 0.4094
-1.2985 -0.4051 -0.8932
1.2394 0.6712 1.2613
0.7639 -1.5531 -0.1945
-0.0127 0.4450 1.8629
-1.0159 1.4451 -0.5754
-0.7993 0.1292 -1.7133
-1.2811 0.2230 1.0823
-0.3914 -1.2555 -1.4392
1.9959 -0.1217 -0.2191
1.9010 0.5112 0.3467
-0.6126 1.4748 -0.5599
1.2544 -0.1723 -1.0617
0.4865 0.4970 1.7129
0.8593 1.1005 -0.7724
0.0264 -1.4362 -1.1786
1.6761 -0.9681 -0.4754
0.2475 1.2241 -1.2098
-0.0332 1.1368 1.2898
-1.0665 -0.9709 -1.2438
1.7106 -0.7705 -0.5350
-0.2502 -0.1005 1.5043
1.9384 0.0867 -0.0926
0.0285 0.3095 1.8196
0.9202 0.1300 0.9398
0.1288 0.7662 0.4330
0.2075 -0.5725 -0.1840

## Properties
multiplicity: 1
HOMO energy: -10.37 eV
Kohn-Sham gap: 5.428 eV
charge: +1